The following is a DFT calculation (ωB97M-V with the def2-TZVPD basis set) of a structure of composition C23H39NO22S3 in a non-equilibrium geometry.

Last column: Löwdin charge in e.
Cartesian coordinates (Å):
C 0.166 -2.707 8.091  0.040
N -0.243 -1.293 8.085  -0.425
O 0.017 -0.517 7.150  0.043
O -1.088 -0.989 8.960  0.034
H -0.331 -3.148 7.227  0.111
H 0.003 -3.068 9.106  0.103
H 1.238 -2.571 7.948  0.095
O 7.467 -3.385 3.990  0.100
C 6.686 -2.574 4.462  -0.516
O 5.634 -2.174 3.798  0.061
C 4.858 -1.290 4.496  -0.174
C 5.507 -1.125 5.919  -0.114
C 6.899 -1.771 5.675  -0.075
H 3.789 -1.494 4.558  0.126
H 5.005 -0.339 3.984  0.126
H 4.862 -1.641 6.632  0.101
H 5.622 -0.092 6.248  0.108
H 7.348 -2.436 6.413  0.129
H 7.573 -0.916 5.615  0.131
O -1.404 1.631 1.046  0.101
C -0.947 0.620 0.554  -0.440
O -0.030 0.691 -0.431  0.020
C 0.551 -0.512 -0.807  -0.185
C -0.325 -1.564 -0.183  -0.172
C -1.111 -0.881 0.937  -0.055
H 1.512 -0.510 -0.292  0.132
H 0.559 -0.736 -1.874  0.132
H 0.291 -2.378 0.200  0.114
H -0.985 -2.022 -0.920  0.113
H -0.638 -1.068 1.902  0.120
H -2.154 -1.141 1.120  0.121
O -9.466 1.296 -2.033  0.057
C -9.280 0.995 -0.831  -0.417
O -8.343 0.129 -0.418  0.048
C -8.463 -0.013 0.958  -0.170
C -9.130 1.320 1.428  -0.170
C -9.957 1.846 0.294  -0.075
H -7.481 0.154 1.400  0.122
H -8.932 -0.890 1.405  0.128
H -8.375 2.068 1.670  0.118
H -9.802 1.093 2.256  0.112
H -9.821 2.907 0.085  0.124
H -11.027 1.643 0.331  0.123
O 4.532 1.622 -8.621  0.069
C 5.003 1.693 -7.470  -0.437
O 6.295 1.566 -7.098  0.022
C 6.487 1.664 -5.642  -0.119
C 5.054 1.764 -5.112  -0.176
C 4.153 2.131 -6.271  -0.075
H 6.997 2.524 -5.208  0.119
H 7.043 0.757 -5.405  0.123
H 5.094 2.537 -4.344  0.110
H 4.797 0.812 -4.647  0.115
H 3.845 3.175 -6.324  0.130
H 3.290 1.466 -6.237  0.122
C 10.899 0.371 -0.597  -0.229
C 10.805 0.158 0.932  -0.152
O 9.560 0.827 1.266  -0.209
S 8.734 1.246 -0.134  0.749
O 9.044 2.660 -0.443  -0.256
O 7.392 0.701 -0.006  -0.241
O 9.610 0.245 -1.108  -0.183
H 11.503 -0.452 -0.979  0.141
H 11.241 1.397 -0.737  0.124
H 11.676 0.559 1.451  0.129
H 10.761 -0.898 1.196  0.126
C -4.291 5.303 -2.418  -0.168
C -5.499 4.332 -2.519  -0.204
O -6.587 5.156 -2.329  -0.231
S -6.445 6.764 -2.781  0.759
O -6.598 7.658 -1.653  -0.235
O -7.091 7.011 -4.051  -0.227
O -4.793 6.496 -2.953  -0.218
H -3.357 4.940 -2.848  0.136
H -4.194 5.434 -1.340  0.127
H -5.574 3.430 -1.913  0.134
H -5.789 3.951 -3.499  0.126
C -6.666 -4.899 -3.372  -0.175
C -7.232 -6.135 -2.631  -0.222
O -6.823 -5.967 -1.330  -0.202
S -5.245 -5.319 -1.215  0.762
O -4.195 -6.333 -1.423  -0.247
O -5.335 -4.548 -0.022  -0.220
O -5.579 -4.459 -2.588  -0.211
H -7.293 -4.009 -3.422  0.129
H -6.469 -5.177 -4.408  0.127
H -6.719 -6.980 -3.089  0.121
H -8.290 -6.323 -2.811  0.138

As for the energy: -103514.012 eV. The value obtained for the highest occupied orbital energy is -10.004 eV. The calculation puts the orbital gap at 0.3550 hartree. Its charge is 0.